[1]
{"formula": "H41O21", "method": "wB97M-V/def2-TZVPD", "elements": ["O", "H", "H", "O", "H", "H", "O", "H", "H", "O", "H", "H", "O", "H", "H", "O", "H", "H", "O", "H", "H", "O", "H", "H", "O", "H", "H", "O", "H", "H", "O", "H", "H", "O", "H", "H", "O", "H", "H", "O", "H", "H", "O", "H", "H", "O", "H", "O", "H", "H", "O", "H", "H", "O", "H", "H", "O", "H", "H", "O", "H", "H"], "coordinates": [[-3.21, -4.44, -1.08], [-3.18, -4.17, -0.16], [-2.45, -4.21, -1.61], [-1.00, -2.29, -4.63], [-2.12, -1.01, -1.45], [-1.63, -1.56, -4.62], [1.91, -0.82, 4.79], [3.75, 1.60, 2.37], [2.76, -0.64, 4.37], [4.37, 0.88, 2.54], [-0.68, -0.60, 2.47], [0.65, -0.23, 0.09], [2.58, -0.52, -2.71], [1.78, -0.35, -2.19], [2.40, -1.31, -3.23], [0.92, 2.49, -3.38], [4.46, -0.20, -0.61], [1.14, 1.58, -3.13], [3.87, 0.26, -0.01], [1.38, -0.02, 4.75], [-0.36, -1.99, -3.97], [1.44, -3.91, 1.00], [4.21, 0.00, 2.20], [1.51, 3.20, -3.16], [0.07, -2.22, 3.22], [0.98, -3.42, 0.31], [0.74, -1.83, 3.78], [-0.14, -0.09, -2.46], [3.18, 0.65, -0.55], [-1.00, -0.09, -2.89], [0.48, 1.49, 3.36], [-4.76, 2.16, -1.30], [-0.43, 1.20, 3.45], [2.33, 2.43, 1.55], [1.85, 1.72, 1.08], [2.85, 2.87, 0.88], [-1.06, 0.03, 1.84], [-0.45, 0.77, 1.78], [0.13, -2.35, 2.27], [-4.40, 1.28, 2.87], [-3.62, 1.08, 3.42], [-4.77, 0.39, 2.97], [-1.71, 2.33, -4.50], [-2.18, 1.96, -3.73], [-0.82, 2.30, -4.12], [-4.49, 1.84, -2.15], [-4.38, 0.88, -2.12], [-0.33, -1.54, -0.53], [-0.06, -1.13, -1.53], [-1.24, -1.42, -0.31], [2.56, -1.53, 1.97], [2.59, -1.09, 1.12], [1.85, -1.29, 2.56], [0.99, 0.68, 0.25], [-1.63, 3.20, -1.44], [0.33, 1.13, -0.29], [-1.60, 3.94, -0.82], [2.03, -3.36, 1.53], [-2.35, 4.50, -1.02], [-3.02, -0.68, -1.42], [-3.40, -0.90, -0.56], [0.39, 2.33, 2.92]], "lowdin_charge": [-0.0549, 0.0239, 0.0297, -0.0682, -0.0052, 0.0261, -0.0377, -0.0097, 0.0528, -0.0923, -0.0028, 0.0295, -0.0643, -0.0171, 0.0377, -0.0496, 0.0581, 0.0104, -0.0485, 0.0325, 0.0072, -0.0763, -0.0169, 0.0362, -0.0565, 0.0002, -0.0079, -0.3249, 0.0184, -0.0476, -0.0443, 0.0289, 0.0384, -0.0729, -0.0288, 0.0583, -0.0660, 0.0018, 0.0228, -0.0693, 0.0257, 0.0345, -0.0786, 0.0048, -0.0206, -0.0571, 0.0020, -0.1787, 0.0158, -0.0228, -0.0381, 0.0234, 0.0063, -0.0836, 0.0149, 0.0733, -0.0556, 0.0017, 0.0294, -0.0435, 0.0525, 0.0431], "relative_energy_kj_mol": 287.3, "total_charge": -1, "max_force_ha_per_bohr": 0.053, "gap_ev": 8.98}



[2]
{"formula": "C5H6O", "method": "wB97M-V/def2-TZVPD", "elements": ["O", "C", "C", "C", "C", "C", "H", "H", "H", "H", "H", "H"], "coordinates": [[2.02, -0.29, 1.26], [0.96, -0.09, 0.45], [0.85, 0.20, -0.86], [-0.59, 0.60, -0.62], [-1.41, -0.56, -0.25], [-0.47, 0.03, 0.81], [2.75, 0.08, 0.75], [1.36, -0.15, -1.75], [-0.94, 1.62, -0.73], [-1.18, -1.52, -0.72], [-2.47, -0.38, -0.06], [-0.88, 0.46, 1.72]], "lowdin_charge": [0.0804, -0.3467, -0.0098, -0.2259, -0.0668, -0.1227, 0.1187, 0.0956, 0.1327, 0.1101, 0.1035, 0.1308], "relative_energy_kj_mol": 271.3, "total_charge": 0, "max_force_ha_per_bohr": 0.009, "gap_ev": 8.97}



[3]
{"formula": "H6O3", "method": "wB97M-V/def2-TZVPD", "elements": ["O", "H", "H", "O", "H", "H", "O", "H", "H"], "coordinates": [[-1.51, -1.79, 0.53], [-1.14, -1.64, -0.36], [-0.99, -0.93, 0.87], [0.27, 0.53, -2.23], [0.20, -0.29, -2.59], [1.06, 0.88, -2.39], [1.04, 1.27, 2.33], [0.97, 0.53, 1.61], [0.11, 1.45, 2.24]], "lowdin_charge": [0.1965, 0.0897, 0.1575, 0.1228, 0.0132, -0.0061, 0.2003, 0.1458, 0.0803], "relative_energy_kj_mol": 247.7, "total_charge": 1, "spin_multiplicity": 2, "max_force_ha_per_bohr": 0.123, "gap_ev": [11.90, 3.30]}



[4]
{"formula": "C9H13BHgN5S", "method": "wB97M-V/def2-TZVPD", "elements": ["Hg", "C", "C", "N", "N", "C", "N", "S", "C", "C", "C", "C", "C", "N", "H", "H", "H", "H", "H", "H", "H", "H", "H", "H", "B", "C", "N", "H", "H", "H"], "coordinates": [[0.17, 0.76, 0.01], [-1.50, -0.69, 4.03], [-1.24, -0.39, 2.59], [-0.02, -0.29, 2.06], [1.12, -0.43, 2.77], [2.30, -0.42, 2.14], [3.41, -0.63, 2.89], [2.47, -0.23, 0.46], [-2.30, -0.23, 1.65], [-3.66, -0.41, 2.00], [-4.64, -0.29, 1.06], [-4.29, 0.03, -0.27], [-2.96, 0.20, -0.56], [-1.98, 0.07, 0.35], [-0.65, -0.47, 4.66], [-1.76, -1.74, 4.19], [-2.33, -0.09, 4.41], [1.09, -0.55, 3.77], [3.37, -0.54, 3.89], [4.29, -0.41, 2.46], [-3.92, -0.66, 3.02], [-5.68, -0.43, 1.33], [-5.04, 0.14, -1.04], [-2.65, 0.46, -1.56], [-0.07, 5.51, -0.77], [0.03, 3.95, -0.71], [0.10, 2.80, -0.66], [1.00, 5.91, -1.16], [-0.31, 5.86, 0.37], [-0.97, 5.77, -1.53]], "lowdin_charge": [0.9700, -0.0337, -0.2981, -0.1184, -0.0231, -0.8353, 0.0807, 0.5985, -0.2513, -0.0306, -0.0735, -0.0797, -0.1548, -0.0424, 0.0606, 0.0937, 0.0810, 0.1435, 0.1058, 0.0897, 0.1005, 0.1063, 0.0989, 0.1071, -0.4265, -0.2313, -0.0358, -0.0008, -0.0005, -0.0004], "relative_energy_kj_mol": 16.8, "total_charge": 0, "spin_multiplicity": 2, "max_force_ha_per_bohr": 0.005, "gap_ev": [5.95, 8.48]}



[5]
{"formula": "C18H23ClN2O3S", "method": "wB97M-V/def2-TZVPD", "elements": ["C", "N", "C", "C", "O", "C", "C", "C", "C", "Cl", "C", "C", "C", "C", "C", "C", "C", "C", "S", "O", "O", "N", "C", "C", "C", "H", "H", "H", "H", "H", "H", "H", "H", "H", "H", "H", "H", "H", "H", "H", "H", "H", "H", "H", "H", "H", "H", "H"], "coordinates": [[1.06, -1.25, -4.67], [1.04, -0.99, -3.24], [1.73, 0.23, -2.88], [0.75, 1.39, -2.68], [0.10, 1.38, -1.43], [0.78, 1.73, -0.31], [2.12, 2.13, -0.27], [2.72, 2.46, 0.93], [1.99, 2.40, 2.10], [2.75, 2.80, 3.61], [0.65, 2.04, 2.08], [0.05, 1.71, 0.89], [1.45, -2.14, -2.44], [1.00, -1.91, -1.02], [1.89, -1.78, 0.03], [1.44, -1.50, 1.31], [0.09, -1.33, 1.54], [-0.80, -1.46, 0.49], [-2.55, -1.25, 0.84], [-3.03, -2.46, 1.44], [-2.71, -0.02, 1.59], [-3.23, -1.11, -0.69], [-4.56, -1.66, -0.80], [-3.08, 0.22, -1.24], [-0.36, -1.75, -0.78], [2.07, -1.47, -5.05], [0.68, -0.38, -5.19], [0.41, -2.10, -4.89], [2.46, 0.52, -3.66], [2.27, 0.08, -1.95], [1.25, 2.36, -2.83], [-0.07, 1.30, -3.41], [2.71, 2.19, -1.17], [3.75, 2.76, 0.95], [0.08, 2.01, 3.00], [-0.99, 1.42, 0.87], [2.53, -2.32, -2.48], [0.94, -3.02, -2.85], [2.95, -1.90, -0.15], [2.15, -1.40, 2.12], [-0.29, -1.09, 2.52], [-4.59, -2.57, -0.21], [-5.32, -0.97, -0.42], [-4.77, -1.89, -1.84], [-3.68, 0.95, -0.68], [-3.41, 0.21, -2.28], [-2.04, 0.51, -1.19], [-1.07, -1.85, -1.58]], "lowdin_charge": [-0.0918, -0.2226, -0.1644, -0.1549, -0.0630, -0.2563, -0.0198, -0.1026, -0.6859, 0.6599, -0.0941, -0.0061, -0.1548, -0.2027, -0.0270, -0.0513, -0.0664, -0.2571, 0.6771, -0.2826, -0.2918, -0.3489, -0.1013, -0.1017, -0.0059, 0.0896, 0.0842, 0.0849, 0.1277, 0.1067, 0.1235, 0.1293, 0.1072, 0.1056, 0.1136, 0.0973, 0.1289, 0.1276, 0.1160, 0.1129, 0.1236, 0.0760, 0.0949, 0.0915, 0.0951, 0.0969, 0.0600, 0.1227], "relative_energy_kj_mol": 18.3, "total_charge": 0, "smiles": "CN(CCOc1ccc(Cl)cc1)Cc1cccc(S(=O)(=O)N(C)C)c1", "max_force_ha_per_bohr": 0.023, "gap_ev": 9.03}



[6]
{"formula": "C4H10ClO2PS", "method": "wB97M-V/def2-TZVPD", "elements": ["C", "C", "C", "C", "O", "O", "P", "S", "Cl", "H", "H", "H", "H", "H", "H", "H", "H", "H", "H"], "coordinates": [[3.56, 0.17, -0.30], [-2.38, -0.82, 1.06], [2.49, 1.19, 0.13], [-4.01, 0.17, -0.73], [-0.88, -0.11, -1.15], [1.29, 1.01, -0.56], [0.62, -0.35, -1.11], [-2.48, 0.50, -0.10], [0.95, -1.56, 0.60], [4.25, 0.16, 0.56], [3.03, -0.74, -0.40], [3.98, 0.41, -1.29], [-2.35, -1.87, 0.76], [-3.00, -0.89, 1.92], [-1.43, -0.52, 1.60], [2.95, 2.24, -0.02], [2.22, 1.13, 1.23], [-4.43, -0.78, -0.61], [-4.35, 0.67, -1.59]], "lowdin_charge": [-0.1273, -0.3633, -0.3528, -0.2569, -0.6768, -0.4195, 0.4391, 1.0304, 0.2018, 0.0888, -0.0395, 0.0842, 0.0759, 0.0466, 0.0303, 0.1329, 0.1130, -0.0052, -0.0015], "relative_energy_kj_mol": 276.4, "total_charge": 0, "max_force_ha_per_bohr": 0.076, "gap_ev": [7.41, 7.41]}



[7]
{"formula": "C5H9N2O", "method": "wB97M-V/def2-TZVPD", "elements": ["C", "C", "C", "C", "C", "N", "N", "O", "H", "H", "H", "H", "H", "H", "H", "H", "H"], "coordinates": [[0.07, 1.41, 0.98], [-0.99, -1.87, -0.64], [-0.25, -1.17, -1.71], [1.31, -0.56, 0.45], [0.04, -0.81, -0.27], [-0.69, 0.99, 0.02], [0.09, 2.52, 1.64], [1.03, 0.55, 1.41], [-2.02, -1.59, -0.68], [-0.95, -2.96, -0.46], [0.69, -1.56, -2.18], [-0.79, -0.49, -2.30], [1.66, -1.48, 0.99], [2.05, -0.24, -0.30], [-1.52, 1.31, -0.54], [-0.30, 3.38, 1.09], [0.60, 2.56, 2.50]], "lowdin_charge": [-0.5139, -0.0490, -0.0894, -0.0329, -0.1144, 0.2318, 0.2180, 0.0307, 0.1077, 0.1349, 0.1459, 0.0968, 0.1652, 0.1451, 0.1762, 0.2091, 0.1380], "relative_energy_kj_mol": 324.8, "total_charge": 1, "max_force_ha_per_bohr": 0.094, "gap_ev": 10.79}



[8]
{"formula": "CH2FNO2", "method": "wB97M-V/def2-TZVPD", "elements": ["C", "N", "O", "O", "F", "H", "H"], "coordinates": [[-0.40, -0.55, -0.43], [-1.72, -0.13, -0.12], [-2.00, -0.07, 1.06], [-2.47, 0.08, -1.08], [0.05, -1.59, 0.97], [-0.21, -1.40, -1.18], [0.40, 0.18, -0.31]], "lowdin_charge": [0.1528, -0.4230, 0.1270, 0.0889, -0.2360, 0.1634, 0.1269], "relative_energy_kj_mol": 337.8, "total_charge": 0, "max_force_ha_per_bohr": 0.130, "gap_ev": 10.67}